Model 1:
{"formula": "C3H12O3", "method": "ωB97M-V with the def2-TZVPD basis set", "species": ["O", "H", "H", "O", "H", "H", "C", "C", "C", "O", "H", "H", "H", "H", "H", "H", "H", "H"], "positions_angstrom": [[5.42, 0.79, 2.30], [5.37, -0.07, 1.90], [5.23, 1.40, 1.59], [4.43, 1.82, -1.57], [3.74, 1.25, -1.91], [5.03, 1.94, -2.31], [-3.67, -1.04, 0.21], [-2.56, -0.04, 0.02], [-1.14, -0.61, 0.26], [-2.64, 0.37, -1.34], [-3.79, -1.92, -0.43], [-4.57, -0.43, 0.25], [-3.54, -1.52, 1.18], [-2.63, 0.76, 0.75], [-0.92, -0.95, 1.28], [-0.40, 0.14, 0.00], [-0.88, -1.44, -0.39], [-2.47, -0.48, -1.77]], "lowdin_charge": [-0.054, 0.026, 0.021, -0.052, 0.029, 0.030, -0.073, -0.493, -0.067, -0.051, 0.084, 0.083, 0.076, 0.139, 0.075, 0.074, 0.072, 0.080], "multiplicity": 1, "homo_lumo_gap_ha": 0.3950, "homo_ev": -10.231}

Model 2:
{"formula": "C3H12O3", "method": "ωB97M-V with the def2-TZVPD basis set", "species": ["C", "C", "C", "O", "H", "H", "H", "H", "H", "H", "H", "H", "H", "H", "O", "H", "H", "O"], "positions_angstrom": [[1.96, -0.15, 0.23], [0.87, -0.60, 1.25], [0.44, -2.01, 0.68], [-0.32, 0.20, 1.09], [2.10, 0.90, 0.51], [1.50, -0.21, -0.75], [2.87, -0.73, 0.35], [1.27, -0.58, 2.26], [1.35, -2.60, 0.92], [0.19, -2.07, -0.38], [-0.48, -2.36, 1.15], [-0.63, 0.07, 0.19], [-5.08, -0.68, -3.58], [-4.64, 0.63, -2.89], [-4.93, 0.26, -3.71], [0.90, 2.61, 0.81], [1.07, 4.07, 0.83], [1.56, 3.27, 1.04]], "lowdin_charge": [-0.060, -0.428, -0.078, -0.076, 0.056, 0.076, 0.082, 0.138, 0.087, 0.073, 0.069, 0.080, 0.028, 0.025, -0.053, 0.011, 0.039, -0.068], "multiplicity": 1, "homo_lumo_gap_ha": 0.3856, "homo_ev": -10.084}

Model 3:
{"formula": "C3H12O3", "method": "ωB97M-V with the def2-TZVPD basis set", "species": ["C", "O", "C", "C", "H", "H", "H", "H", "H", "H", "H", "H", "H", "H", "O", "H", "H", "O"], "positions_angstrom": [[-0.21, 0.47, -0.69], [-0.96, -0.59, 0.24], [0.51, -0.16, -1.76], [1.30, 0.76, -2.67], [-0.86, 1.31, -1.04], [0.35, 0.86, 0.06], [-1.85, -0.35, -0.18], [1.14, -0.99, -1.25], [-0.21, -0.43, -2.51], [1.60, 1.59, -2.08], [2.18, 0.27, -3.03], [0.80, 1.08, -3.62], [-2.20, -1.95, 1.37], [-3.62, -2.75, 0.98], [-2.90, -2.56, 1.76], [1.49, 1.13, 5.56], [1.72, 0.79, 4.13], [1.73, 1.53, 4.74]], "lowdin_charge": [-0.209, -0.143, -0.282, -0.104, 0.141, 0.075, 0.084, 0.161, 0.100, 0.060, 0.060, 0.094, 0.013, 0.111, -0.161, 0.020, 0.035, -0.055], "multiplicity": 1, "homo_lumo_gap_ha": 0.4230, "homo_ev": -10.910}

In terms of stability, model 1 leads; the second structure lies 0.173 eV higher.

Model 1:
{"formula": "C7H13N2OS", "method": "ωB97M-V with the def2-TZVPD basis set", "species": ["C", "C", "C", "C", "C", "C", "C", "N", "N", "O", "S", "H", "H", "H", "H", "H", "H", "H", "H", "H", "H", "H", "H", "H"], "positions_angstrom": [[-3.21, -1.13, -0.21], [-4.53, -0.94, -0.27], [-3.50, 1.25, -0.12], [-2.56, 0.24, -0.15], [-0.31, -1.69, -0.26], [3.20, 0.51, -0.29], [-1.18, 0.56, -0.09], [-0.20, -0.28, -0.04], [1.98, 1.17, 0.37], [-0.94, 1.97, -0.04], [-5.07, 0.69, -0.17], [-2.59, -2.00, -0.18], [-5.37, -1.73, -0.33], [-3.29, 2.35, -0.29], [-1.09, -2.16, 0.39], [-0.49, -1.85, -1.41], [0.70, -2.17, -0.10], [3.00, 0.35, -1.32], [4.16, 1.10, -0.17], [3.52, -0.39, 0.18], [0.73, 0.23, -0.11], [2.16, 2.12, 0.07], [2.17, 1.16, 1.36], [0.05, 2.13, -0.35]], "lowdin_charge": [-0.093, -0.398, -0.353, -0.225, -0.051, -0.094, -0.234, 0.041, -0.057, 0.048, 1.095, 0.069, 0.122, 0.125, 0.094, 0.148, 0.112, 0.062, 0.098, 0.064, 0.082, 0.086, 0.100, 0.158], "charge": 1, "multiplicity": 1, "homo_lumo_gap_ha": 0.3407, "homo_ev": -13.027}

Model 2:
{"formula": "C7H13N2OS", "method": "ωB97M-V with the def2-TZVPD basis set", "species": ["C", "C", "C", "C", "C", "C", "C", "N", "N", "O", "S", "H", "H", "H", "H", "H", "H", "H", "H", "H", "H", "H", "H", "H"], "positions_angstrom": [[0.08, 1.41, 1.07], [0.44, 0.80, -0.04], [-0.39, -1.35, 0.75], [-0.68, 0.71, 2.14], [-1.26, -0.58, 1.78], [1.13, -1.26, -1.13], [0.00, 1.78, -2.58], [0.31, -0.63, -0.12], [-0.41, -2.70, 0.85], [1.49, 2.96, -0.73], [1.37, 1.66, -1.32], [0.13, 2.57, 1.20], [0.09, 0.41, 2.84], [-1.40, 1.36, 2.61], [-2.25, -0.42, 1.30], [-1.18, -1.24, 2.63], [1.26, -2.29, -1.05], [0.80, -1.25, -2.13], [2.14, -0.77, -1.02], [0.71, 2.07, -3.41], [-0.82, 2.54, -2.54], [-0.38, 0.72, -2.53], [-0.94, -3.28, 1.53], [-0.25, -3.22, -0.10]], "lowdin_charge": [-0.033, -0.355, -0.222, -0.180, -0.087, -0.027, -0.197, -0.038, 0.187, -0.481, 0.915, 0.173, 0.136, 0.134, 0.158, 0.129, 0.068, 0.090, 0.116, 0.059, 0.080, 0.050, 0.152, 0.173], "charge": 1, "multiplicity": 1, "homo_lumo_gap_ha": 0.3258, "homo_ev": -12.567}

In terms of stability, model 1 leads; the second structure lies 1.498 eV higher.

Model 1:
{"formula": "C4H10N", "method": "ωB97M-V with the def2-TZVPD basis set", "species": ["C", "N", "H", "H", "H", "H", "C", "C", "C", "H", "H", "H", "H", "H", "H"], "positions_angstrom": [[-1.47, -1.14, -0.95], [-2.01, -0.42, -0.02], [-1.05, -0.46, -1.77], [-1.59, -2.22, -0.83], [-2.31, -0.82, 0.91], [-1.73, 0.64, 0.16], [1.98, 0.03, -0.55], [0.95, 0.82, 0.13], [0.61, 0.80, 1.43], [2.96, 0.54, -0.71], [2.62, -0.70, 0.04], [1.37, -0.43, -1.45], [0.55, 1.61, -0.52], [-0.03, 1.60, 1.75], [0.92, 0.21, 2.21]], "lowdin_charge": [0.140, 0.137, 0.153, 0.131, 0.176, 0.190, -0.125, -0.295, 0.002, 0.098, 0.097, 0.097, 0.108, 0.055, 0.036], "charge": 1, "multiplicity": 1, "homo_lumo_gap_ha": 0.2882, "homo_ev": -13.638}

Model 2:
{"formula": "C4H10N", "method": "ωB97M-V with the def2-TZVPD basis set", "species": ["C", "C", "C", "C", "N", "H", "H", "H", "H", "H", "H", "H", "H", "H", "H"], "positions_angstrom": [[-0.13, 1.04, -0.68], [0.80, -0.15, -0.25], [-0.88, 0.00, 0.21], [1.10, -1.25, -1.20], [-0.99, 0.49, 1.61], [0.16, 1.95, -0.27], [-0.34, 1.12, -1.67], [1.56, -0.16, 0.46], [-1.65, -0.74, 0.01], [0.45, -1.17, -2.00], [0.99, -2.20, -0.62], [2.22, -1.09, -1.49], [-0.15, 1.05, 1.79], [-1.35, -0.26, 2.30], [-1.78, 1.36, 1.80]], "lowdin_charge": [-0.034, -0.196, -0.142, -0.078, 0.118, 0.089, 0.086, 0.104, 0.140, 0.056, 0.104, 0.134, 0.152, 0.203, 0.264], "charge": 1, "multiplicity": 1, "homo_lumo_gap_ha": 0.3741, "homo_ev": -14.131}

Model 3:
{"formula": "C4H10N", "method": "ωB97M-V with the def2-TZVPD basis set", "species": ["C", "N", "H", "H", "H", "H", "C", "C", "C", "H", "H", "H", "H", "H", "H"], "positions_angstrom": [[2.53, 0.22, -1.67], [1.64, 1.12, -1.79], [2.40, -0.85, -1.47], [3.60, 0.29, -1.85], [2.06, 2.04, -1.92], [0.71, 0.94, -1.40], [-2.61, -0.56, 1.70], [-1.25, -0.87, 1.21], [-0.36, -0.05, 0.67], [-3.11, 0.10, 0.98], [-3.40, -1.34, 1.68], [-2.65, -0.36, 2.77], [-0.97, -1.90, 1.38], [0.59, -0.46, 0.38], [-0.59, 1.01, 0.54]], "lowdin_charge": [0.156, 0.224, 0.128, 0.131, 0.169, 0.127, -0.110, -0.227, -0.046, 0.083, 0.089, 0.089, 0.104, 0.019, 0.063], "charge": 1, "multiplicity": 1, "homo_lumo_gap_ha": 0.2658, "homo_ev": -13.200}

Model 4:
{"formula": "C4H10N", "method": "ωB97M-V with the def2-TZVPD basis set", "species": ["C", "C", "H", "H", "H", "H", "C", "C", "N", "H", "H", "H", "H", "H", "H"], "positions_angstrom": [[2.29, 0.59, 0.51], [1.95, -0.51, -0.19], [2.52, 1.25, -0.33], [2.04, 0.82, 1.53], [2.34, -0.84, -1.14], [1.76, -1.37, 0.45], [-2.05, 0.96, 0.03], [-0.94, -1.17, -0.46], [-1.04, -0.11, 0.23], [-2.16, 1.53, 0.95], [-1.62, 1.62, -0.72], [-3.00, 0.49, -0.25], [-1.81, -1.64, -0.88], [0.00, -1.68, -0.62], [-0.27, 0.05, 0.88]], "lowdin_charge": [-0.017, -0.138, 0.064, 0.068, 0.076, 0.054, 0.029, 0.166, 0.012, 0.103, 0.116, 0.109, 0.128, 0.091, 0.139], "charge": 1, "multiplicity": 1, "homo_lumo_gap_ha": 0.3329, "homo_ev": -14.457}

In terms of stability, model 3 leads; the second structure lies 0.145 eV higher.

Model 1:
{"formula": "C4H10N", "method": "ωB97M-V with the def2-TZVPD basis set", "species": ["C", "N", "H", "H", "H", "H", "C", "C", "C", "H", "H", "H", "H", "H", "H"], "positions_angstrom": [[-2.44, 0.08, 0.50], [-1.64, -0.09, -0.54], [-3.53, 0.14, 0.31], [-1.98, -0.29, 1.45], [-0.59, -0.02, -0.17], [-1.82, 0.18, -1.53], [1.71, -1.14, -0.16], [1.28, 0.11, 0.49], [1.16, 1.22, -0.22], [2.68, -1.22, 0.16], [1.73, -1.30, -1.19], [1.21, -2.01, 0.37], [1.06, 0.10, 1.61], [0.78, 2.08, 0.29], [1.68, 1.35, -1.15]], "lowdin_charge": [0.158, 0.150, 0.128, 0.135, 0.105, 0.167, -0.102, -0.277, -0.015, 0.057, 0.072, 0.113, 0.150, 0.068, 0.091], "charge": 1, "multiplicity": 1, "homo_lumo_gap_ha": 0.3040, "homo_ev": -14.012}

Model 2:
{"formula": "C4H10N", "method": "ωB97M-V with the def2-TZVPD basis set", "species": ["C", "C", "C", "C", "N", "H", "H", "H", "H", "H", "H", "H", "H", "H", "H"], "positions_angstrom": [[-0.19, -2.58, -0.92], [-0.86, -1.67, 0.14], [-0.34, -0.26, 0.20], [-0.75, 0.95, 0.08], [1.54, 3.47, 0.24], [-0.16, -3.59, -0.52], [0.86, -2.30, -0.98], [-0.57, -2.44, -1.92], [-0.67, -2.18, 1.08], [-1.95, -1.63, 0.10], [0.30, 0.07, 1.07], [-1.11, 1.55, 0.93], [1.62, 4.35, -0.23], [0.97, 3.56, 1.08], [1.30, 2.70, -0.34]], "lowdin_charge": [-0.056, -0.178, -0.038, 0.371, 0.028, 0.089, 0.087, 0.089, 0.136, 0.132, 0.207, 0.147, 0.015, 0.001, -0.031], "charge": 1, "multiplicity": 1, "homo_lumo_gap_ha": 0.2120, "homo_ev": -13.117}

Model 3:
{"formula": "C4H10N", "method": "ωB97M-V with the def2-TZVPD basis set", "species": ["C", "C", "C", "C", "N", "H", "H", "H", "H", "H", "H", "H", "H", "H", "H"], "positions_angstrom": [[0.92, 0.31, 1.24], [1.64, -0.50, 0.16], [1.29, 0.23, -1.22], [-2.69, -0.27, -0.17], [-1.44, 0.21, 0.02], [0.93, -0.24, 2.17], [1.19, 1.34, 1.48], [-0.25, 0.27, 0.82], [2.75, -0.57, 0.34], [1.21, -1.52, 0.17], [0.31, 0.64, -1.32], [1.98, 1.12, -1.23], [-3.29, 0.33, -0.86], [-3.11, -1.16, 0.34], [1.42, -0.25, -2.17]], "lowdin_charge": [-0.007, -0.229, -0.096, 0.145, 0.232, 0.090, 0.112, 0.064, 0.137, 0.110, 0.020, 0.098, 0.134, 0.125, 0.064], "charge": 1, "multiplicity": 1, "homo_lumo_gap_ha": 0.2434, "homo_ev": -15.533}

Model 4:
{"formula": "C4H10N", "method": "ωB97M-V with the def2-TZVPD basis set", "species": ["C", "C", "C", "C", "N", "H", "H", "H", "H", "H", "H", "H", "H", "H", "H"], "positions_angstrom": [[0.15, -1.62, 0.98], [1.03, -0.51, 0.61], [1.60, -0.30, -0.85], [-2.01, 1.65, -0.40], [-0.93, 1.07, -0.48], [0.05, -1.71, 2.07], [0.50, -2.63, 0.69], [-0.86, -1.49, 0.53], [1.68, -0.08, 1.37], [0.27, 0.39, 0.50], [0.77, 0.03, -1.46], [1.78, -1.31, -1.22], [-2.94, 1.42, -0.91], [-2.09, 2.51, 0.28], [2.48, 0.33, -0.87]], "lowdin_charge": [-0.089, -0.249, -0.043, 0.073, 0.257, 0.095, 0.112, 0.097, 0.122, 0.089, 0.052, 0.095, 0.150, 0.149, 0.090], "charge": 1, "multiplicity": 1, "homo_lumo_gap_ha": 0.2317, "homo_ev": -15.098}

In terms of stability, model 1 leads; the second structure lies 2.789 eV higher.